# 1
Molecular formula: C2H3Cl2N
Method: DFT, wB97M-V/def2-TZVPD

XYZ file:
```
8
Properties=species:S:1:pos:R:3:forces:R:3
C 3.080234 1.381258 0.638625 0.37 -2.73 2.11
C 1.625098 0.970332 0.972359 -0.59 -1.49 -0.47
N 2.385009 0.124590 0.351936 1.10 1.97 0.07
Cl -1.589846 -2.603492 0.222731 0.25 0.45 0.42
Cl 2.751353 -1.456502 -0.239372 -0.68 0.95 0.46
H 3.337148 2.077377 -0.087239 0.14 0.92 -1.56
H 3.775203 1.292628 1.498694 -0.38 0.35 -0.61
H -1.118939 -1.708115 1.041343 -0.22 -0.41 -0.42
```
Forces are in eV/Å.

The total energy is -1052.97333 hartree. Its LUMO energy is -0.21 eV. Its energy above the lowest of the compared OMol25 structures with the same formula, charge and spin is 93.9 kcal/mol. As for the charge: 0.

=====

# 2
Molecular formula: C4H12
Method: DFT, wB97M-V/def2-TZVPD

XYZ file:
```
16
Properties=species:S:1:pos:R:3:forces:R:3
C 0.355793 -0.746268 -2.757116 -0.01 1.40 3.79
C 1.111700 -0.286781 -1.392562 -1.45 1.23 -2.81
H -0.730772 -0.810974 -2.475314 0.59 -0.15 -0.42
H 0.476727 -0.196143 -3.654189 0.18 1.39 -0.32
H 0.702899 -1.687973 -3.013205 0.35 -2.33 -0.14
H 0.854541 0.791673 -1.058933 0.05 -1.15 -0.26
H 1.149226 -0.993773 -0.598864 -0.49 -0.66 0.51
H 2.167055 -0.060841 -1.590059 0.65 0.26 -0.32
C -0.809823 0.007251 2.626391 0.15 0.36 -0.87
C -0.658352 0.990849 1.498395 -0.40 1.04 2.91
H -1.748363 -0.630661 2.610730 0.35 0.12 0.22
H 0.010638 -0.720540 2.592646 -0.17 -0.18 0.12
H -0.950484 0.577803 3.581524 -0.10 -0.30 -0.45
H 0.232429 1.691945 1.679826 -0.56 -0.62 -0.75
H -1.502036 1.662742 1.553808 -0.29 0.67 0.31
H -0.657763 0.586437 0.521384 1.13 -1.10 -1.52
```
Forces are in eV/Å.

As for the multiplicity: 2. The expectation value of S² is 0.753. The total energy is -159.12697 hartree. Its LUMO energy (spin up / spin down) is -2.89 / -11.75 eV. Its energy above the lowest of the compared OMol25 structures with the same formula, charge and spin is 26.9 kcal/mol. As for the charge: +1.

=====

# 3
Molecular formula: C12H24ClI2LaN2OP2
Method: DFT, wB97M-V/def2-TZVPD

XYZ file:
```
45
Properties=species:S:1:pos:R:3:forces:R:3
I 0.032289 -0.726868 -7.750757 0.00 0.65 -0.01
I 0.032289 1.968017 -8.049099 0.00 -0.64 0.13
La 0.021903 1.032904 -1.703280 0.12 -0.54 -0.55
P -2.562629 1.101015 -1.357405 0.12 0.44 1.61
C -3.272886 0.913131 -2.954835 -0.66 -0.07 -0.32
C -2.999447 -0.229588 -0.284679 -1.08 -0.47 0.28
H -4.078603 -0.118596 -0.191956 -0.28 -0.65 0.45
H -4.072445 2.557391 -0.503134 -0.24 0.79 0.28
H -2.514959 -0.149538 0.693634 -0.14 0.23 -0.23
H -2.499911 2.787262 0.350594 -0.14 -0.20 -0.25
H -2.979450 -0.039724 -3.403598 -0.27 0.04 -0.02
H -2.747541 -1.200786 -0.726648 -0.29 0.18 0.01
C -2.992425 2.647153 -0.618531 -1.06 0.43 0.16
H -4.334427 0.940579 -2.726764 -0.47 -0.10 -0.88
H -2.737822 3.485384 -1.278071 -0.22 -0.12 0.11
H -2.977849 1.736580 -3.610739 -0.27 -0.04 0.00
P 2.600130 1.086796 -1.339300 -0.06 0.33 1.69
C 3.319472 0.899294 -2.931320 0.64 -0.01 -0.37
C 3.030413 2.628870 -0.593372 1.05 0.47 0.15
H 2.532747 -0.173319 0.700330 0.31 0.18 -0.53
H 4.102272 -0.142956 -0.168090 0.33 -0.64 0.37
H 2.763898 -1.217119 -0.710461 0.20 0.10 0.03
C 3.024468 -0.248317 -0.272984 1.13 -0.44 0.35
H 2.530660 2.772278 0.372017 0.13 -0.19 -0.25
H 4.109287 2.533505 -0.468150 0.22 0.79 0.30
H 4.379670 0.923131 -2.695563 0.47 -0.10 -0.86
H 3.031771 1.723663 -3.588613 0.27 -0.03 -0.02
H 2.787534 3.469970 -1.254283 0.22 -0.11 0.13
H 3.027002 -0.052631 -3.382233 0.26 0.03 -0.01
Cl -0.077790 1.674581 0.956862 -0.53 2.25 -1.98
N -0.966028 -3.858642 5.068892 -0.26 -0.33 0.29
C 0.010231 -2.949604 4.859327 0.54 -0.20 1.01
O 0.819709 -2.668510 5.734994 -0.57 -0.06 -0.89
C 0.094446 -2.252066 3.519392 -0.49 -0.13 -0.82
C -0.644579 -2.545748 2.358347 0.40 1.02 0.21
C -0.512019 -1.749178 1.196125 1.54 -1.01 2.85
N 0.390975 -0.787120 1.227106 0.55 0.38 -1.76
C 1.101584 -0.431557 2.321631 -1.29 -1.96 0.30
C 0.977197 -1.184275 3.466550 0.54 0.66 0.09
H -1.004209 -4.278706 6.004101 0.02 0.29 -0.76
H -1.678169 -4.108049 4.398162 0.23 0.13 0.19
H -1.319463 -3.350910 2.322441 -0.81 -0.95 0.13
H -1.079619 -1.980417 0.304513 0.25 0.04 -0.07
H 1.731071 0.449106 2.407443 -0.09 -0.08 -0.80
H 1.601249 -0.886377 4.301405 -0.32 -0.38 0.26
```
Forces are in eV/Å.

The total energy is -2425.66078 hartree. Its LUMO energy is -7.76 eV. Its energy above the lowest of the compared OMol25 structures with the same formula, charge and spin is 126.1 kcal/mol. As for the charge: +2.

=====

# 4
Molecular formula: C5H8N2
Method: DFT, wB97M-V/def2-TZVPD

XYZ file:
```
15
Properties=species:S:1:pos:R:3:forces:R:3
C 0.613045 -0.676232 -0.003332 -0.74 -1.13 2.48
C -0.538664 -0.358080 -0.942660 8.54 4.23 -6.77
C -0.763110 -0.239159 0.976975 2.76 2.10 0.66
C -0.724031 1.284513 0.599812 -0.22 0.12 0.07
C -0.596071 1.186942 -0.713808 0.65 0.44 -1.60
H 2.335121 -0.058842 1.056414 -0.96 0.58 -3.27
H 2.518984 0.106407 -0.713255 -0.27 -0.48 0.42
H 0.573350 -1.848149 0.107903 1.12 1.77 -0.19
H -0.127346 -0.475104 -2.041334 -2.35 -0.80 1.40
H -1.627652 -1.696448 0.168551 0.10 0.79 -2.01
H -0.859779 -0.652538 2.050521 -0.39 0.73 -1.94
H -0.745397 2.176663 1.216775 0.02 -0.37 0.06
H -0.389236 1.786848 -1.634692 -0.44 0.14 1.58
N 1.865667 0.156593 0.067931 -0.69 -1.93 3.07
N -1.534879 -0.693421 -0.195806 -7.15 -6.19 6.02
```
Forces are in eV/Å.

The total energy is -304.62545 hartree. Its LUMO energy is 0.92 eV. Its energy above the lowest of the compared OMol25 structures with the same formula, charge and spin is 131.8 kcal/mol. As for the charge: 0.

=====

# 5
Molecular formula: C6H6FKLiO6
Method: DFT, wB97M-V/def2-TZVPD

XYZ file:
```
21
Properties=species:S:1:pos:R:3:forces:R:3
H 0.613439 1.205905 -0.738159 1.33 -0.78 0.07
O 1.921008 -0.718465 -0.906985 0.15 -0.21 -0.69
O 1.550158 -0.502770 1.225300 0.64 0.07 0.80
O 0.819868 -2.332569 0.179641 0.43 -0.25 0.39
C 1.973625 0.727716 -0.644561 -1.05 0.63 0.65
C 2.236995 0.687364 0.848264 -0.22 0.52 -0.12
C 1.476505 -1.291756 0.164576 -1.79 0.25 -0.49
H 2.832155 1.120227 -1.197729 -0.43 0.08 -0.02
F 3.563990 0.556692 1.220654 -0.29 -0.13 -0.19
H 1.828649 1.524813 1.422277 0.03 -0.25 -0.12
K 1.493368 -4.936884 -1.544277 -0.04 0.10 0.07
H -3.048680 2.092088 -0.919745 0.04 -0.19 0.02
O -3.136483 0.077249 -0.298281 -0.96 1.07 0.35
O -1.206974 0.176567 0.677244 0.65 0.10 0.85
O -2.625573 -1.334522 1.380939 -0.45 -0.40 0.48
C -2.420581 1.196427 -0.956681 -0.28 -0.27 -1.13
C -1.096643 1.327788 -0.252760 0.86 0.41 0.61
C -2.411757 -0.339678 0.701987 1.60 -1.13 -1.48
H -2.333196 0.863242 -2.001084 -0.13 0.10 0.26
H -1.128854 2.176093 0.449943 -0.08 -0.02 -0.26
Li -0.901012 -2.275519 1.189443 0.02 0.30 -0.06
```
Forces are in eV/Å.

As for the multiplicity: 2. The expectation value of S² is 0.750. The total energy is -1390.92977 hartree. Its LUMO energy (spin up / spin down) is -0.12 / 0.04 eV. Its energy above the lowest of the compared OMol25 structures with the same formula, charge and spin is 21.0 kcal/mol. As for the charge: 0.

=====

# 6
Molecular formula: C4H8AlO11P2
Method: DFT, wB97M-V/def2-TZVPD

XYZ file:
```
26
Properties=species:S:1:pos:R:3:forces:R:3
Al -16.495073 -5.361927 15.550022 0.73 0.63 2.49
P -19.778528 -4.609483 16.972294 0.44 -2.61 1.28
O -19.980169 -5.732644 18.071850 0.22 0.43 0.03
O -20.697150 -3.536954 17.555525 -0.32 0.45 -0.98
O -20.009519 -5.361755 15.651865 -0.60 1.19 -0.43
O -18.314488 -4.109159 17.042059 0.64 0.01 -0.56
P -14.389110 -5.377829 17.705874 -0.99 0.94 -0.76
O -15.796416 -5.978779 18.081725 -0.26 -0.17 -0.49
O -14.884226 -3.919384 17.387603 -0.07 0.01 -0.16
O -14.050900 -5.970805 16.306528 0.01 -0.36 0.02
O -13.356350 -5.432005 18.802766 0.33 -0.41 -0.17
C -18.636927 -11.037793 13.901867 -0.11 -0.80 -1.04
C -19.420354 -9.750116 13.813728 0.14 -0.11 1.67
O -18.666838 -8.826987 13.070943 0.82 -0.12 -0.22
C -18.913181 -7.501356 13.190023 -0.94 0.84 -0.12
O -18.092131 -6.660752 13.369775 0.29 -0.51 -0.51
O -20.212792 -7.287635 12.960283 -0.25 -0.50 -0.02
C -20.668021 -5.937689 12.932988 -0.33 0.87 0.27
H -18.526367 -11.546779 12.934575 -0.30 0.09 -0.06
H -19.173715 -11.719021 14.565124 0.19 -0.04 0.11
H -17.604603 -10.906200 14.219491 -0.17 0.36 0.46
H -19.495537 -9.443801 14.864605 -0.02 0.58 -0.15
H -20.460212 -9.856876 13.500852 0.11 -0.11 -0.58
H -20.550438 -5.523330 11.924062 0.16 -0.11 0.04
H -20.212713 -5.321382 13.720762 0.28 -0.25 0.01
H -21.727522 -5.942919 13.192393 0.00 -0.30 -0.13
```
Forces are in eV/Å.

The total energy is -1909.91217 hartree. Its LUMO energy is 6.02 eV. Its energy above the lowest of the compared OMol25 structures with the same formula, charge and spin is 6.8 kcal/mol. As for the charge: -3.

=====

Question: What is the formula in the fourth record?
Answer: C5H8N2